Density functional theory data (the ωB97M-V functional and the def2-TZVPD basis) for a 14-piece molecular cluster, C85H202N14O16 overall.

* frontier orbital gap: 0.3056 Eh

Positions of all 317 atoms, in Å:
1 C -3.63703 -3.23651 4.80368
2 C -3.60077 -1.98894 5.69415
3 C -3.51479 -0.76136 4.85382
4 O -4.75592 -0.66481 4.07557
5 C -4.80666 0.39346 3.11579
6 N -4.68306 -1.81579 6.68137
7 H -2.69132 -3.25553 4.22444
8 H -4.56472 -3.21825 4.15284
9 H -3.74019 -4.13091 5.40649
10 H -2.73467 -2.10495 6.31466
11 H -2.67488 -0.89371 4.20929
12 H -3.43761 0.14790 5.43514
13 H -3.83606 0.45275 2.54317
14 H -5.02880 1.30765 3.67141
15 H -5.63693 0.15225 2.42688
16 H -5.57471 -1.60578 6.19561
17 H -4.81971 -2.66551 7.20710
18 C -0.75591 -1.48757 -5.93229
19 C -1.14264 -0.32860 -6.93944
20 C -2.00923 0.69475 -6.21390
21 O -3.12680 -0.02846 -5.72581
22 C -3.92078 0.82954 -4.94617
23 N -0.01420 0.20520 -7.59632
24 H -1.63608 -1.96885 -5.48144
25 H -0.14884 -1.08381 -5.08226
26 H -0.14228 -2.24386 -6.40994
27 H -1.72596 -0.84385 -7.68308
28 H -2.49028 1.44566 -6.90976
29 H -1.38622 1.14225 -5.46132
30 H -4.29135 1.71388 -5.52934
31 H -3.33393 1.29100 -4.12766
32 H -4.77453 0.32426 -4.47895
33 H 0.58604 0.59478 -6.88707
34 H -0.06606 0.80735 -8.42622
35 C 2.95472 3.16588 -3.89784
36 C 2.81982 2.37329 -5.24803
37 C 3.55742 1.08205 -5.35527
38 O 4.91267 1.28800 -5.15062
39 C 5.61850 0.09209 -5.45728
40 N 1.44079 1.95620 -5.55203
41 H 2.55336 2.65081 -3.00000
42 H 2.42156 4.15864 -3.99684
43 H 4.02045 3.30778 -3.71034
44 H 3.15956 3.00786 -6.08785
45 H 3.42083 0.68299 -6.35745
46 H 3.26235 0.33523 -4.59546
47 H 5.37737 -0.71996 -4.73192
48 H 6.67621 0.26295 -5.39465
49 H 5.26088 -0.28945 -6.42068
50 H 0.82908 2.71828 -5.35898
51 H 1.20074 1.30572 -4.81248
52 C 0.93801 -7.19521 -3.55969
53 C 0.84214 -6.71473 -2.12608
54 C 2.05137 -7.13035 -1.32955
55 O 2.12156 -8.51357 -1.33864
56 C 2.79187 -8.99013 -0.21017
57 N 0.81526 -5.23975 -2.12551
58 H 0.93887 -8.27457 -3.59990
59 H 1.87729 -6.83034 -3.98977
60 H 0.08399 -6.79767 -4.11746
61 H -0.13005 -7.06306 -1.69862
62 H 1.96329 -6.73982 -0.28882
63 H 2.96751 -6.65589 -1.75422
64 H 2.20409 -8.75235 0.71874
65 H 3.75896 -8.52798 -0.13599
66 H 2.84493 -10.07413 -0.28190
67 H -0.06294 -4.73624 -1.90790
68 H 1.63956 -4.81345 -1.74913
69 C -1.12656 6.71311 6.22276
70 C -2.58812 6.36759 6.48173
71 C -2.84564 4.84537 6.37379
72 O -2.57193 4.36871 5.07327
73 C -2.86582 3.00558 4.91119
74 N -3.08172 6.99542 7.77646
75 H -0.40696 6.48404 7.04198
76 H -1.05044 7.76375 5.87119
77 H -0.86409 6.10391 5.35544
78 H -3.10616 6.88583 5.69396
79 H -3.85628 4.50479 6.77615
80 H -2.10652 4.31870 7.02778
81 H -2.56436 2.58115 3.93131
82 H -3.94940 2.83235 4.96087
83 H -2.43125 2.38512 5.69881
84 H -2.61858 6.68435 8.61430
85 H -4.02877 6.67000 7.92527
86 C 1.98310 3.62693 0.65357
87 C 2.72431 4.29782 1.78759
88 C 2.35980 3.55542 3.04661
89 O 1.06959 3.82432 3.42635
90 C 0.70653 2.82431 4.38590
91 N 4.22547 4.20787 1.60589
92 H 2.14794 4.03861 -0.33549
93 H 0.90628 3.78856 0.93643
94 H 2.16636 2.58115 0.55095
95 H 2.38965 5.31572 1.84639
96 H 3.03447 3.87113 3.88190
97 H 2.54723 2.48146 2.85513
98 H -0.18765 3.20848 4.89044
99 H 1.43062 2.71720 5.16247
100 H 0.54186 1.88688 3.87440
101 H 4.60317 4.57118 0.74209
102 H 4.73199 4.55578 2.42439
103 C 0.23462 6.03812 -5.46202
104 C -1.16180 5.42943 -5.62324
105 C -1.54202 4.65670 -4.34688
106 O -0.47226 3.80448 -3.97101
107 C -0.88115 2.94112 -2.89150
108 N -2.09572 6.49536 -5.98640
109 H 1.07340 5.34803 -5.34166
110 H 0.30609 6.65596 -4.52872
111 H 0.43641 6.68625 -6.30859
112 H -1.20225 4.62442 -6.42617
113 H -2.43537 4.01766 -4.60403
114 H -1.91297 5.35546 -3.56849
115 H 0.00656 2.38303 -2.57102
116 H -1.65610 2.27035 -3.10254
117 H -1.27285 3.49839 -2.06234
118 H -1.70837 7.06572 -6.69494
119 H -2.94213 6.07676 -6.30314
120 C 1.91313 -4.28957 5.92148
121 C 1.25054 -3.43528 4.82470
122 C -0.01147 -2.72221 5.46289
123 C 0.39682 -1.54025 6.40961
124 C 1.27876 -0.53795 5.71027
125 C 2.49447 -1.26038 5.07259
126 N 2.00683 -2.40703 4.25310
127 O 3.06349 -2.92455 3.47244
128 C 3.11980 -0.19143 4.17687
129 C 3.53371 -1.55971 6.20140
130 C 0.75109 -4.41681 3.74955
131 H 2.82878 -4.74063 5.48643
132 H 1.34725 -5.18250 6.12444
133 H 2.15580 -3.77833 6.85777
134 H -0.77284 -2.32633 4.76853
135 H -0.50492 -3.51486 6.05746
136 H 0.85098 -2.01835 7.30556
137 H -0.47007 -1.11592 6.87534
138 H 1.63522 0.23315 6.36498
139 H 0.71604 -0.12171 4.91136
140 H 2.45264 0.03464 3.35296
141 H 3.37990 0.75389 4.73309
142 H 4.03300 -0.62044 3.75922
143 H 3.55548 -0.71205 6.91320
144 H 3.35203 -2.51213 6.69350
145 H 4.50013 -1.70323 5.79526
146 H 0.25383 -3.84767 2.96193
147 H 0.09830 -5.15364 4.19524
148 H 1.62019 -4.94566 3.32384
149 H 3.76047 -3.16737 4.10198
150 C -4.05828 6.88367 -1.34590
151 C -3.74445 6.54404 0.15445
152 C -3.90006 5.01467 0.34252
153 C -3.26923 4.53312 1.59677
154 C -1.81698 4.91867 1.68775
155 C -1.55054 6.39293 1.65228
156 N -2.27709 6.83320 0.32006
157 O -1.88856 8.13476 0.00746
158 C -2.09433 7.12058 2.97365
159 C -0.05326 6.62827 1.51559
160 C -4.73821 7.33609 1.02311
161 H -4.03649 7.96155 -1.56365
162 H -5.04027 6.44261 -1.59930
163 H -3.26624 6.44842 -1.93532
164 H -4.98031 4.80809 0.28325
165 H -3.49272 4.47696 -0.50076
166 H -3.23523 3.43144 1.62722
167 H -3.84799 4.88564 2.44936
168 H -1.26460 4.46679 0.85119
169 H -1.33246 4.55420 2.60101
170 H -2.44176 8.15404 2.87657
171 H -2.88044 6.52320 3.40871
172 H -1.20695 7.00354 3.55956
173 H 0.13977 7.69302 1.39046
174 H 0.41109 6.15085 2.35670
175 H 0.33370 6.13614 0.58767
176 H -5.74840 7.17100 0.65305
177 H -4.42062 8.37122 1.04108
178 H -4.74753 6.94970 2.07112
179 H -1.61345 8.07694 -0.91889
180 C 5.76400 -1.01560 1.02053
181 C 6.51825 0.28283 1.23083
182 C 8.01325 0.16119 0.71220
183 C 8.23530 0.15655 -0.78388
184 C 7.66961 1.38568 -1.31891
185 C 6.15755 1.51647 -1.03281
186 N 5.95716 1.44181 0.44015
187 O 4.56548 1.40015 0.74841
188 C 5.75897 2.92838 -1.40116
189 C 5.41852 0.57872 -1.88032
190 C 6.53343 0.65382 2.68921
191 H 5.75619 -1.44546 -0.00412
192 H 4.71844 -0.79217 1.35650
193 H 6.18761 -1.73991 1.71151
194 H 8.54134 1.04272 1.10033
195 H 8.41177 -0.74009 1.18620
196 H 7.73103 -0.71812 -1.18408
197 H 9.32573 0.13961 -0.96737
198 H 7.73305 1.41520 -2.44253
199 H 8.26334 2.27931 -0.97139
200 H 4.70143 2.99377 -1.14922
201 H 6.40601 3.65907 -0.92081
202 H 5.99511 2.99597 -2.51353
203 H 4.36135 0.58963 -1.61429
204 H 5.70818 0.85648 -2.88108
205 H 5.82238 -0.42445 -1.72853
206 H 5.62196 0.38753 3.21955
207 H 6.72674 1.70858 2.79869
208 H 7.38221 0.14133 3.21799
209 H 4.40899 2.36961 0.95397
210 C -1.85322 -8.45395 1.96778
211 C -2.25243 -7.01388 1.87778
212 C -1.05398 -6.39236 1.22320
213 C -1.22986 -4.94359 0.78332
214 C -2.46218 -4.93821 -0.12804
215 C -3.77426 -5.38651 0.54263
216 N -3.42463 -6.77713 1.01890
217 O -4.51990 -7.32570 1.68242
218 C -4.24008 -4.38268 1.61436
219 C -4.88214 -5.49049 -0.56379
220 C -2.34336 -6.48496 3.29687
221 H -0.84293 -8.53609 2.38665
222 H -1.98536 -8.88686 0.97227
223 H -2.49066 -8.97113 2.66915
224 H -0.18085 -6.51536 1.92953
225 H -0.79279 -6.94800 0.30310
226 H -0.25849 -4.70510 0.26599
227 H -1.28192 -4.22804 1.60463
228 H -2.19492 -5.65131 -0.91281
229 H -2.61993 -3.98733 -0.61182
230 H -4.90723 -4.85168 2.36756
231 H -3.38914 -3.91974 2.09794
232 H -4.78537 -3.55645 1.12770
233 H -5.16955 -4.47478 -0.91192
234 H -4.47737 -6.13684 -1.33616
235 H -5.77517 -5.97353 -0.13886
236 H -1.46615 -6.92470 3.83117
237 H -3.24107 -6.90074 3.76147
238 H -2.33031 -5.39479 3.28797
239 H -5.01220 -7.76682 1.00262
240 C 1.10634 -0.10055 -2.72776
241 C 0.61509 -0.80566 -1.42762
242 C 1.86067 -1.09247 -0.52657
243 C 1.54371 -1.50778 0.87370
244 C 0.68064 -0.44212 1.51188
245 C -0.64021 -0.17132 0.71957
246 N -0.26138 0.11587 -0.66998
247 O -1.34719 0.54228 -1.44249
248 C -1.59918 -1.34087 0.96918
249 C -1.28481 1.11021 1.25504
250 C -0.09061 -2.12400 -1.83543
251 H 1.82224 -0.82488 -3.16128
252 H 1.48193 0.88368 -2.49869
253 H 0.24729 -0.03869 -3.40251
254 H 2.39717 -1.93072 -1.01561
255 H 2.50765 -0.23672 -0.57155
256 H 2.47879 -1.63342 1.44569
257 H 0.96624 -2.46868 0.86018
258 H 1.25941 0.49664 1.72897
259 H 0.25716 -0.66322 2.49480
260 H -1.93250 -1.28413 2.01323
261 H -2.51235 -1.17749 0.41246
262 H -1.13095 -2.30390 0.78903
263 H -2.23266 1.26160 0.73607
264 H -1.35899 0.96373 2.32022
265 H -0.63013 1.99771 1.00913
266 H 0.62008 -2.71392 -2.43077
267 H -1.00405 -2.06876 -2.39022
268 H -0.19994 -2.84302 -1.00792
269 H -1.76278 -0.27141 -1.74885
270 C -6.30466 4.31068 -3.21848
271 O -5.68732 3.37384 -2.37485
272 C -6.52016 2.95488 -1.36892
273 C -5.80229 1.94804 -0.52187
274 N -5.73848 0.66309 -1.27429
275 C -5.05075 -0.35407 -0.50429
276 C -4.74094 -1.66561 -1.28328
277 O -3.74185 -1.39292 -2.23921
278 C -3.63301 -2.29730 -3.32335
279 H -5.59774 4.57741 -4.01713
280 H -6.55540 5.21962 -2.62578
281 H -7.26089 3.93380 -3.68976
282 H -7.43319 2.45177 -1.72849
283 H -6.70277 3.84530 -0.68937
284 H -6.46453 1.81955 0.31879
285 H -4.79302 2.27226 -0.10579
286 H -5.19288 0.94425 -2.10190
287 H -5.66871 -0.77499 0.31147
288 H -4.04060 -0.08453 -0.17106
289 H -5.70994 -2.03824 -1.67763
290 H -4.32056 -2.41576 -0.57628
291 H -4.57794 -2.44534 -3.75542
292 H -3.20527 -3.27249 -3.09216
293 H -2.95609 -1.76500 -4.04875
294 C 2.29740 -2.31214 -8.49421
295 O 2.09951 -3.24126 -7.45709
296 C 2.62459 -2.67896 -6.28505
297 C 2.20908 -3.60625 -5.17629
298 N 2.73891 -3.23774 -3.82943
299 C 4.21380 -3.47389 -3.52108
300 C 4.45842 -3.22861 -2.07211
301 O 3.66739 -4.09612 -1.22973
302 C 4.08970 -4.03138 0.11899
303 H 1.91736 -2.79733 -9.40168
304 H 3.35218 -2.00305 -8.55475
305 H 1.66530 -1.43606 -8.37937
306 H 2.11124 -1.72633 -6.07067
307 H 3.71608 -2.57347 -6.37593
308 H 2.61325 -4.58051 -5.51099
309 H 1.11699 -3.68539 -4.98094
310 H 2.26105 -3.70373 -3.08880
311 H 4.89747 -2.92636 -4.18513
312 H 4.53302 -4.53502 -3.62413
313 H 4.20818 -2.21778 -1.74685
314 H 5.55010 -3.37798 -1.84267
315 H 5.17272 -4.22461 0.09838
316 H 3.55240 -4.74848 0.75591
317 H 3.98437 -3.01918 0.48541

Cartesian forces (eV/Å) of the 2 atoms listed first:
-1.228 0.466 -0.541
-1.060 -0.628 0.680